Density functional theory data (wB97M-V/def2-TZVPD) for C8H10AlO5P as an isolated structure in a non-equilibrium geometry.

Total charge: +2
Spin multiplicity: 1
Energy relative to the best compared isomer or geometry (same formula, charge and spin) (kJ/mol): 0.0
Total energy (eV): -34561.012
Orbital gap (eV): 6.6

Structure (XYZ):
```
25
Properties=species:S:1:pos:R:3:forces:R:3
O -3.3107 -0.9537 -3.5736 1.9 -0.6 3.7
C -2.7918 -1.1218 -2.5548 -1.8 0.7 -3.7
Al 0.6474 0.4628 0.6487 -0.4 0.1 -1.5
C 2.1155 0.9662 2.0510 4.7 1.0 4.4
O 2.9932 1.2537 2.7520 -4.4 -1.2 -3.7
C 0.9511 1.8075 -0.8998 -0.6 0.6 0.4
O 1.5520 2.7492 -1.3087 0.0 -0.8 0.6
C -1.2028 1.4511 0.9664 -4.8 5.8 1.5
O -1.9981 2.2803 1.1866 4.2 -4.8 -1.3
C 1.4325 -0.6968 -0.9057 5.2 -2.1 -5.2
O 2.1898 -1.0310 -1.7302 -4.0 1.5 4.1
H 0.0430 1.4348 -1.4876 -0.1 -0.1 -0.5
C -2.3813 -1.5786 1.5053 -0.5 0.7 -0.1
P -0.6094 -1.5781 1.0542 -0.8 -2.2 2.1
C 0.1627 -2.1084 2.6444 0.2 0.3 0.2
C -0.4473 -3.2345 0.2916 0.5 -0.1 -1.0
H -2.6536 -0.7012 2.1002 0.0 -0.1 0.0
H -2.6024 -2.4697 2.1090 0.3 0.2 -0.2
H -3.0464 -1.5945 0.6324 0.3 0.0 0.0
H -0.2945 -3.0544 2.9605 0.0 0.3 0.0
H 1.2267 -2.3073 2.4925 0.0 0.0 0.0
H 0.0711 -1.3693 3.4411 -0.1 0.0 0.1
H -0.7165 -3.9968 1.0325 -0.2 0.5 0.1
H -1.0605 -3.4017 -0.5946 0.1 0.3 0.0
H 0.5961 -3.4378 0.0454 0.0 0.0 -0.2
```
Positions in Å, forces in eV/Å.

Density functional theory data (wB97M-V/def2-TZVPD) for a 2-piece molecular cluster, C5H12O overall.

Total charge: 0
Spin multiplicity: 1
Energy relative to the best compared isomer or geometry (same formula, charge and spin) (kJ/mol): 66.6
Total energy (eV): -7426.621
Orbital gap (eV): 9.4

Structure (XYZ):
```
18
Properties=species:S:1:pos:R:3:forces:R:3
C 1.9292 -0.4127 -0.8691 0.0 0.1 0.0
C 0.7770 -1.1240 -0.2132 -0.2 0.0 0.0
C -0.5172 -0.8710 -0.4372 0.2 -0.3 0.2
C -1.6565 -1.5632 0.2414 0.0 0.0 0.0
O -0.9839 0.0737 -1.3073 0.2 0.1 -0.1
H 2.2972 -0.9418 -1.7581 -0.1 0.1 0.1
H 2.7725 -0.3197 -0.1770 -0.1 0.0 -0.1
H 1.6760 0.6118 -1.1760 0.0 -0.1 0.0
H 1.0136 -1.9096 0.4986 -0.1 0.1 -0.1
H -1.2974 -2.3080 0.9550 0.0 0.1 -0.1
H -2.2988 -2.0557 -0.4966 0.1 0.1 0.1
H -2.2734 -0.8309 0.7744 0.1 -0.1 -0.1
H -0.2337 0.5233 -1.7178 -0.1 0.0 0.0
C -0.2414 2.2267 1.1384 0.0 0.0 0.0
H 0.2676 1.2671 1.2641 -0.1 0.2 0.0
H -0.4292 2.6756 2.1169 0.0 -0.1 -0.1
H -1.1875 2.0596 0.6178 0.1 0.0 0.1
H 0.3859 2.8988 0.5457 -0.1 -0.1 0.1
```
Positions in Å, forces in eV/Å.

Density functional theory data (wB97M-V/def2-TZVPD) for a 2-piece molecular cluster, C3H8O3 overall in a non-equilibrium geometry.

Total charge: 0
Spin multiplicity: 1
Energy relative to the best compared isomer or geometry (same formula, charge and spin) (kJ/mol): 225.1
Total energy (eV): -9381.469
Orbital gap (eV): 10.6

Structure (XYZ):
```
14
Properties=species:S:1:pos:R:3:forces:R:3
O 0.9974 -0.1548 2.0614 2.4 -1.5 3.3
C 1.6905 -0.4260 3.0592 0.1 1.1 -2.5
O 1.3772 -0.0077 4.3236 2.5 0.0 -1.0
H 2.7281 -0.9602 3.1140 -1.7 0.9 -0.7
H 0.5458 -0.3792 4.4294 -3.2 -0.5 0.9
C -1.4001 0.6981 -1.3314 0.3 2.2 -2.3
C -0.5875 0.0081 -2.4691 -1.0 0.2 -1.5
O 0.3473 -0.9573 -2.0741 -0.2 -0.5 -1.2
H -0.8567 1.6662 -0.8704 -1.3 -2.7 -0.6
H -2.3187 1.0526 -1.8605 0.8 0.6 0.1
H -1.9155 -0.0089 -0.7448 0.4 -0.9 1.8
H -0.1840 0.8211 -3.1596 0.1 -0.9 1.0
H -1.1977 -0.6356 -3.1904 0.0 1.2 1.1
H 0.7739 -0.7162 -1.2874 1.0 0.7 1.7
```
Positions in Å, forces in eV/Å.

Density functional theory data (wB97M-V/def2-TZVPD) for C30H24Cl5N6O2PdSSi as an isolated structure in a non-equilibrium geometry.

Total charge: +1
Spin multiplicity: 1
Energy relative to the best compared isomer or geometry (same formula, charge and spin) (kJ/mol): 159.8
Total energy (eV): -129332.849
Orbital gap (spin up / spin down) (eV): 5.7 / 5.7

Structure (XYZ):
```
70
Properties=species:S:1:pos:R:3:forces:R:3
Pd -0.9046 -0.2895 -0.7244 -0.5 -1.5 -1.3
N 7.0437 -0.0541 1.5102 -0.1 0.0 0.0
C 5.7378 0.3038 1.3977 0.1 0.0 0.0
C 4.8508 0.1211 2.4716 -0.1 0.0 0.0
C 3.5277 0.4819 2.3574 0.1 0.0 0.1
C 3.0618 1.0345 1.1671 0.0 0.0 0.0
C 3.9289 1.2277 0.0940 0.0 0.0 -0.1
C 5.2521 0.8687 0.2055 0.0 0.0 0.0
S 1.3927 1.4532 1.0006 -0.1 -0.2 0.1
O 1.2104 2.3159 -0.1327 0.1 0.0 0.0
O 0.8291 1.8246 2.2655 0.1 0.0 -0.1
N 0.6951 -0.0089 0.4871 -0.1 1.0 0.4
C 0.2462 -0.9411 1.3878 0.1 -0.1 0.2
N -0.8138 -1.5474 0.8067 0.2 0.1 0.9
C -1.4968 -2.4526 1.5017 0.0 -0.1 -0.2
C -1.0566 -2.8071 2.7589 0.1 0.0 0.0
C 0.0599 -2.1427 3.2621 -0.1 0.0 -0.1
N 0.7181 -1.1970 2.5940 -0.1 0.0 -0.3
H 7.4041 -0.4313 2.3661 0.0 0.0 0.0
H 7.6884 0.0980 0.7579 0.0 0.0 0.0
H 5.2185 -0.3012 3.3983 0.0 0.0 0.0
H 2.8451 0.3419 3.1829 0.0 0.0 0.0
H 3.5623 1.6816 -0.8171 0.0 0.0 0.0
H 5.9306 1.0315 -0.6224 0.0 0.0 0.0
H -2.3607 -2.9005 1.0280 0.0 0.0 0.0
H -1.5679 -3.5648 3.3318 0.0 0.0 0.0
H 0.4325 -2.3718 4.2537 0.0 0.0 0.0
Cl -2.6129 -1.8097 -2.0383 0.1 0.1 0.1
C -1.0551 -2.5797 -2.5115 -0.2 0.0 0.0
C 0.0358 -1.9452 -1.9974 -0.1 0.3 0.1
C 1.2606 -2.4645 -2.3577 0.0 0.0 0.0
Cl 2.7074 -1.6895 -1.7698 0.0 0.0 0.0
C 1.3656 -3.5894 -3.1737 -0.1 -0.1 -0.1
Cl 2.9000 -4.2322 -3.5934 0.0 0.0 0.0
C 0.2028 -4.2097 -3.6593 0.1 0.1 0.1
Cl 0.3123 -5.5970 -4.6596 0.0 0.0 0.0
C -1.0504 -3.6951 -3.3295 0.0 0.0 0.0
Cl -2.5050 -4.4006 -3.9036 0.0 0.0 0.0
N 0.3476 4.2423 -6.3961 0.0 0.0 0.0
C 0.1412 3.5196 -5.5290 0.0 0.0 -0.1
C -0.1199 2.6149 -4.4445 0.0 0.0 0.0
C -1.4240 2.2352 -4.1452 0.0 0.0 0.0
C -1.6344 1.3751 -3.0900 0.1 -0.1 -0.1
N -0.6293 0.8976 -2.3432 0.3 0.7 0.0
C 0.6306 1.2423 -2.6466 -0.1 0.0 -0.1
C 0.9230 2.0966 -3.6909 0.0 0.0 0.0
H -2.2602 2.5987 -4.7241 0.0 0.0 0.0
H -2.6259 1.0289 -2.8472 0.0 0.0 0.0
H 1.4085 0.8060 -2.0444 0.0 0.0 0.0
H 1.9500 2.3511 -3.9075 0.0 0.0 0.0
C -1.9347 2.9792 0.1624 -0.2 0.0 0.0
Si -2.6020 1.2560 0.3205 0.6 -0.1 0.5
C -4.1913 0.9447 -0.6147 0.1 0.0 0.0
C -2.7929 0.6272 2.0623 -0.2 0.1 -0.1
C -3.7359 -0.3735 2.3355 0.0 0.0 0.0
C -3.9834 -0.7885 3.6323 0.0 0.0 0.1
C -3.2808 -0.2157 4.6852 0.0 0.0 0.0
C -2.3379 0.7717 4.4341 0.0 0.0 0.0
C -2.0987 1.1950 3.1348 0.1 0.0 -0.1
H -2.6282 3.6718 0.6490 0.0 0.0 0.0
H -1.8427 3.2806 -0.8824 0.0 0.0 0.0
H -0.9593 3.0791 0.6362 -0.1 0.0 0.0
H -4.9462 1.5274 -0.0743 0.0 0.0 0.0
H -4.5176 -0.0943 -0.5927 0.0 0.0 0.0
H -4.2041 1.2987 -1.6426 0.0 0.0 0.0
H -4.2996 -0.8285 1.5284 0.0 0.0 0.0
H -4.7272 -1.5507 3.8251 0.0 0.0 0.0
H -3.4755 -0.5331 5.7014 0.0 0.0 0.0
H -1.7930 1.2236 5.2524 0.0 0.0 0.0
H -1.3530 1.9592 2.9595 0.0 0.0 0.0
```
Positions in Å, forces in eV/Å.

Density functional theory data (wB97M-V/def2-TZVPD) for a 4-piece molecular cluster, C3H4NO2 overall in a non-equilibrium geometry.

Total charge: +1
Spin multiplicity: 1
Energy relative to the best compared isomer or geometry (same formula, charge and spin) (kJ/mol): 666.0
Total energy (eV): -8746.085
Orbital gap (eV): 7.0

Structure (XYZ):
```
10
Properties=species:S:1:pos:R:3:forces:R:3
C -1.3252 -0.1074 -0.4306 1.9 0.3 -1.0
C -1.1011 1.4771 -0.4339 -0.8 0.7 -0.2
C -1.3343 -3.2849 0.5430 -0.1 1.4 -0.7
N -2.1463 -0.7604 0.0858 -0.9 -0.4 0.7
O -0.2759 0.5007 -1.0208 -1.5 0.2 0.4
O -1.2856 -4.2848 1.0190 0.1 -1.3 0.6
H -1.9046 2.0518 -0.9849 1.1 -0.9 0.1
H -0.7698 1.8519 0.5267 0.1 0.0 0.2
H 5.0170 1.1335 0.7479 0.4 1.0 -2.8
H 5.1257 1.4226 -0.0523 -0.4 -1.0 2.8
```
Positions in Å, forces in eV/Å.